# 1
Here is a structure of composition C25H41F3O2P2V at a distorted geometry from OMol25. Energies are from wB97M-V/def2-TZVPD.

Cartesian coordinates (Å):
V1 -0.462 0.559 2.881
P1 -0.688 1.752 -2.753
P2 0.796 -0.308 -4.128
F1 -2.711 -3.201 2.629
F2 -3.729 -1.409 3.403
F3 -4.756 -2.691 1.956
O1 -2.092 -0.433 1.444
O2 -3.226 -1.741 -0.033
C1 0.534 -1.669 -5.337
C2 -2.075 2.914 -2.727
C3 -0.099 -3.067 -0.968
C4 1.972 -1.072 -1.892
C5 1.296 1.340 3.286
C6 -0.322 -1.314 5.386
C7 2.117 -1.761 -0.542
C8 -1.316 -1.114 -2.223
C9 0.154 -0.069 4.730
C10 -1.751 1.479 5.480
C11 -0.300 3.361 3.379
C12 0.767 2.873 -2.715
C13 1.241 -0.009 3.792
C14 -0.480 0.076 -1.786
C15 1.116 -2.887 -0.397
C16 -2.894 -1.362 1.099
C17 -0.460 1.218 4.811
C18 -0.618 -2.501 -2.256
C19 2.076 1.740 2.111
C20 0.232 2.103 3.908
C21 -0.516 0.940 -4.415
C22 2.290 0.439 -4.771
C23 2.051 -1.144 3.341
C24 -3.551 -2.169 2.277
C25 0.994 0.026 -1.879
H1 -0.230 1.619 -5.242
H2 3.109 -2.236 -0.482
H3 -0.739 -3.853 -0.539
H4 1.033 -2.592 -5.020
H5 -1.728 -0.957 -3.243
H6 1.581 -1.701 2.511
H7 -1.816 0.983 6.458
H8 3.036 -0.809 2.991
H9 -0.930 3.168 2.487
H10 0.505 -2.014 5.561
H11 -0.829 -1.145 6.349
H12 1.327 -3.489 0.505
H13 3.044 1.224 2.121
H14 1.572 1.493 1.154
H15 1.803 -1.810 -2.709
H16 -1.388 -3.209 -2.596
H17 -2.168 -1.173 -1.523
H18 0.479 3.720 -2.081
H19 3.146 -0.169 -4.439
H20 -1.928 2.548 5.626
H21 -2.936 2.442 -2.232
H22 2.238 2.827 2.123
H23 -0.797 0.458 -0.808
H24 0.179 -2.472 -3.021
H25 2.407 1.472 -4.419
H26 2.234 0.409 -5.872
H27 -2.345 3.198 -3.755
H28 0.517 4.010 3.058
H29 -0.918 3.868 4.130
H30 1.427 0.917 -1.369
H31 0.999 3.238 -3.718
H32 -1.029 -1.822 4.711
H33 2.073 -1.042 0.307
H34 1.671 2.424 -2.297
H35 -2.577 1.088 4.863
H36 0.990 -1.379 -6.295
H37 -1.773 3.804 -2.158
H38 -0.520 -1.902 -5.534
H39 -1.465 0.457 -4.694
H40 2.947 -0.624 -2.161
H41 2.207 -1.864 4.159

Values from the calculation:
Net charge: +2
LUMO level (alpha / beta) (eV): -7.8 / -7.8
Kohn-Sham gap (alpha / beta) (eV): 4.190 / 3.735
E_HOMO (alpha / beta) (eV): -12.00 / -11.55
DFT total energy (eV): -83082.6109
Spin multiplicity: 2

Here are the Löwdin charges for atoms 1 to 8, given in e: 0.88 1.02 0.98 0.11 0.11 0.15 -0.08 0.05

# 2
Here is a structure of composition C25H41F5P2Pr at a distorted geometry from OMol25. Energies are from wB97M-V/def2-TZVPD.

Cartesian coordinates (Å):
Pr1 -0.981 -1.800 1.065
P1 0.665 3.510 -2.224
P2 2.281 4.532 0.205
F1 -4.478 -2.003 0.946
F2 -3.696 0.041 1.271
F3 -2.561 -1.065 3.800
F4 -4.700 -0.632 3.561
F5 -4.008 -2.712 3.437
C1 -0.484 -4.171 0.099
C2 -1.444 1.360 -1.074
C3 -0.862 4.200 -2.979
C4 -0.949 -0.929 -2.049
C5 1.086 4.946 -1.154
C6 1.914 -2.909 2.719
C7 -0.860 -4.014 3.836
C8 1.303 0.292 -1.494
C9 0.798 -3.451 1.897
C10 -3.709 -1.421 3.101
C11 0.319 0.790 0.789
C12 1.969 -3.493 -0.430
C13 -1.783 -0.046 -1.436
C14 1.940 6.049 1.209
C15 1.253 0.191 -0.005
C16 -0.815 1.658 0.318
C17 -1.256 -4.355 1.295
C18 0.789 -3.628 0.473
C19 -0.836 -4.713 -1.241
C20 -0.462 -3.911 2.405
C21 3.802 5.242 -0.581
C22 -3.510 -1.303 1.615
C23 1.835 3.811 -3.602
C24 -2.576 -5.030 1.384
C25 0.504 -0.737 -2.337
H1 2.122 6.950 0.609
H2 -0.332 -4.151 -2.038
H3 -1.243 3.511 -3.743
H4 0.901 6.036 1.556
H5 1.645 3.065 -4.383
H6 -1.377 -1.845 -2.477
H7 -0.795 -5.049 4.210
H8 1.516 5.721 -1.809
H9 2.447 -2.510 -0.318
H10 -2.836 -0.321 -1.290
H11 -2.501 -5.999 1.903
H12 1.019 1.312 -1.817
H13 -2.982 -5.218 0.383
H14 -0.590 5.159 -3.438
H15 1.674 -3.604 -1.477
H16 -2.376 1.950 -1.116
H17 2.540 -3.708 3.150
H18 0.156 5.328 -0.707
H19 -0.480 2.710 0.320
H20 -3.299 -4.417 1.939
H21 -1.915 -4.661 -1.420
H22 -0.533 -5.770 -1.337
H23 -0.208 -3.393 4.463
H24 -1.627 4.356 -2.207
H25 0.486 0.813 1.882
H26 0.645 -0.463 -3.399
H27 4.594 5.231 0.178
H28 2.132 -0.282 0.463
H29 2.362 0.203 -1.796
H30 2.868 3.730 -3.246
H31 3.616 6.277 -0.889
H32 -1.626 1.644 1.064
H33 1.019 -1.707 -2.250
H34 1.527 -2.312 3.557
H35 4.111 4.638 -1.440
H36 2.735 -4.259 -0.224
H37 2.613 6.048 2.075
H38 2.568 -2.269 2.113
H39 1.637 4.818 -3.986
H40 -1.896 -3.682 3.973
H41 -0.809 1.819 -1.851

Values from the calculation:
Net charge: +1
LUMO level (alpha / beta) (eV): -3.3 / -3.1
Kohn-Sham gap (alpha / beta) (eV): 7.626 / 7.827
E_HOMO (alpha / beta) (eV): -10.92 / -10.92
DFT total energy (eV): -72817.1908
Spin multiplicity: 3

Here are the Löwdin charges for atoms 1 to 8, given in e: 1.44 0.82 0.79 0.04 0.00 0.09 0.16 0.12

# 3
Here is a cluster of 4 separate species, C25H41F9NO9S in total at a distorted geometry from OMol25. Energies are from wB97M-V/def2-TZVPD.

Cartesian coordinates (Å):
S1 2.044 3.067 2.842
F1 1.461 -2.884 -5.673
F2 -2.094 0.126 -2.355
F3 -3.632 0.519 -0.862
F4 0.837 -2.266 -3.679
F5 2.076 -7.295 8.905
F6 -0.374 -3.685 -4.809
F7 3.287 -5.876 10.035
F8 -2.815 2.161 -2.042
F9 3.911 -6.494 8.041
O1 -0.907 -0.450 -4.920
O2 1.543 -4.060 8.795
O3 -0.594 -1.587 -6.888
O4 5.972 5.048 0.660
O5 -5.506 1.136 -2.729
O6 5.360 2.774 1.525
O7 1.856 -5.198 6.827
O8 -0.273 -1.131 4.109
O9 -4.131 0.162 -4.285
N1 2.790 4.586 2.411
C1 1.092 4.117 -0.368
C2 -1.373 -0.597 -7.576
C3 -0.523 0.616 -7.906
C4 2.667 3.640 -0.075
C5 -7.213 -0.345 -3.618
C6 -3.218 0.860 -2.116
C7 -0.578 0.060 1.923
C8 1.757 0.967 -2.267
C9 2.015 -5.009 8.176
C10 0.370 -2.547 -4.928
C11 -0.083 -0.100 5.157
C12 0.085 -1.100 0.931
C13 1.077 -4.207 6.139
C14 0.961 -0.305 -1.569
C15 1.927 -2.995 5.809
C16 0.843 2.317 -2.445
C17 -0.435 -1.399 -5.539
C18 -1.347 -0.733 3.164
C19 1.289 -0.374 0.036
C20 3.432 4.564 1.042
C21 5.031 4.160 1.058
C22 0.194 2.903 -1.058
C23 -6.603 1.044 -3.650
C24 -4.302 0.656 -3.175
C25 2.820 -6.158 8.786
H1 -6.496 -1.099 -3.957
H2 1.190 4.965 -1.202
H3 2.761 1.168 -1.699
H4 0.555 4.535 0.584
H5 -6.289 1.325 -4.663
H6 1.429 -1.292 -2.047
H7 3.611 4.676 3.083
H8 -1.819 -1.732 2.741
H9 -0.082 2.058 -0.295
H10 -0.726 -1.629 0.271
H11 0.189 -3.933 6.721
H12 3.231 3.835 -1.109
H13 2.818 -3.291 5.247
H14 -0.839 3.420 -1.358
H15 1.428 0.705 0.525
H16 0.216 0.796 2.376
H17 2.063 0.589 -3.354
H18 -1.092 1.337 -8.499
H19 -1.729 -1.060 -8.503
H20 -7.500 -0.615 -2.596
H21 -0.175 1.113 -6.996
H22 -0.186 -0.343 -1.829
H23 -1.159 0.183 5.556
H24 2.758 2.474 0.105
H25 -1.320 0.731 1.283
H26 2.328 -0.926 0.237
H27 0.506 -0.515 6.096
H28 0.368 0.319 -8.468
H29 0.721 -4.670 5.211
H30 -2.261 -0.323 -6.993
H31 1.358 -2.273 5.215
H32 0.426 0.840 4.673
H33 1.441 3.203 -2.977
H34 0.617 -1.872 1.668
H35 -8.097 -0.395 -4.259
H36 -7.350 1.780 -3.331
H37 3.381 5.685 0.635
H38 -2.178 -0.060 3.640
H39 3.007 2.014 2.878
H40 2.275 -2.497 6.718
H41 -0.075 2.084 -3.172

Values from the calculation:
Net charge: -1
LUMO level (eV): 1.7
Kohn-Sham gap (eV): 6.165
E_HOMO (eV): -4.42
DFT total energy (eV): -81794.4025
Spin multiplicity: 1

Here are the Löwdin charges for atoms 1 to 8, given in e: 0.61 0.14 0.11 0.14 0.12 0.14 0.14 0.14

# 4
Here is an isolated molecule of C25H41N3O5S from OMol25. Energies are from wB97M-V/def2-TZVPD.

Cartesian coordinates (Å):
S1 -2.194 1.768 -0.421
O1 3.821 -1.863 -0.760
O2 -3.167 2.373 -1.280
O3 3.323 1.948 0.241
O4 1.552 -3.009 -1.192
O5 -1.778 2.491 0.747
N1 -2.699 0.260 0.095
N2 1.834 2.106 1.939
N3 -0.896 1.284 -1.345
C1 -3.455 -0.433 -0.928
C2 -4.468 -2.626 -1.605
C3 -0.435 -2.245 -2.384
C4 -4.330 -1.974 0.828
C5 2.026 -0.711 2.246
C6 3.068 -0.930 1.348
C7 0.793 -1.277 1.986
C8 -4.198 -1.227 3.236
C9 1.008 2.427 -0.275
C10 5.761 -1.304 -2.003
C11 -3.653 -1.899 -0.541
C12 2.878 -1.666 0.194
C13 0.104 3.285 -2.418
C14 1.383 3.058 -1.613
C15 2.695 1.590 2.977
C16 0.594 -2.057 0.853
C17 2.191 2.139 0.636
C18 0.295 1.094 -0.550
C19 0.299 -3.400 -1.706
C20 -3.526 -1.191 1.868
C21 5.006 -1.088 -0.700
C22 -0.659 1.972 -2.600
C23 2.247 0.190 3.431
C24 1.618 -2.259 -0.054
C25 -3.368 0.250 1.382
H1 5.151 -0.980 -2.842
H2 -4.424 -3.017 1.138
H3 -4.357 0.727 1.310
H4 0.541 -4.170 -2.444
H5 -0.021 0.615 0.377
H6 -1.638 2.155 -3.044
H7 -4.430 0.053 -1.076
H8 3.015 -0.224 4.089
H9 3.699 1.554 2.550
H10 1.901 4.004 -1.449
H11 0.971 0.419 -1.083
H12 4.753 -0.028 -0.572
H13 -0.092 1.289 -3.241
H14 -5.456 -2.180 -1.697
H15 -3.612 -0.673 3.965
H16 5.625 -1.413 0.149
H17 0.194 -1.827 -3.166
H18 6.686 -0.734 -1.992
H19 -0.032 -1.116 2.665
H20 -4.300 -2.253 3.582
H21 -3.976 -2.566 -2.573
H22 4.030 -0.491 1.550
H23 2.062 2.393 -2.149
H24 -0.382 -2.484 0.684
H25 -5.190 -0.782 3.185
H26 -2.886 -0.342 -1.854
H27 -0.325 -3.858 -0.928
H28 -4.588 -3.674 -1.342
H29 -0.540 3.989 -1.885
H30 1.320 0.274 4.002
H31 0.304 3.082 0.246
H32 0.855 2.205 2.163
H33 2.696 2.277 3.828
H34 -2.666 -2.365 -0.465
H35 -2.528 -1.634 1.945
H36 5.989 -2.359 -2.130
H37 0.336 3.704 -3.398
H38 -1.357 -2.607 -2.830
H39 -5.335 -1.552 0.759
H40 -0.667 -1.457 -1.670
H41 -2.753 0.836 2.065

Values from the calculation:
Structure (SMILES): CCOc1ccc(CCNC(=O)[C@H]2CCCN(S(=O)(=O)N3C[C@H](C)C[C@H](C)C3)C2)cc1OCC
LUMO level (eV): 0.7
Kohn-Sham gap (eV): 8.613
E_HOMO (eV): -7.93
DFT total energy (eV): -52134.6012
Spin multiplicity: 1

Here are the natural (NBO) charges for atoms 1 to 8, given in e: 2.45 -0.49 -0.94 -0.65 -0.50 -0.96 -0.67 -0.62

# 5
Here is a structure of composition C25H41NO3RhSSi3 from OMol25. Energies are from wB97M-V/def2-TZVPD.

Cartesian coordinates (Å):
Rh1 0.614 0.433 0.457
S1 1.762 -0.635 -1.139
Si1 -2.193 -1.004 -1.110
Si2 -2.116 -0.140 1.871
Si3 -0.493 -2.526 0.865
O1 3.948 3.008 0.721
O2 -0.398 1.919 -0.358
O3 2.215 1.664 0.889
N1 1.495 -0.901 1.825
C1 2.704 -2.667 3.582
C2 -2.450 1.709 1.802
C3 -3.323 -2.536 -1.031
C4 -1.239 -1.234 -2.712
C5 -3.821 -0.924 2.134
C6 4.562 0.699 -3.597
C7 -1.197 -0.334 3.519
C8 3.623 1.533 -1.091
C9 3.035 0.429 -1.722
C10 -3.432 0.378 -1.424
C11 -1.150 -0.852 0.430
C12 0.139 -3.645 -0.513
C13 3.521 0.038 -2.981
C14 -0.029 2.540 -2.673
C15 5.147 1.796 -2.973
C16 -0.270 3.001 -1.235
C17 -1.557 -3.678 1.925
C18 1.029 -2.160 1.932
C19 1.629 -3.060 2.804
C20 0.848 3.966 -0.825
C21 3.237 2.118 0.261
C22 3.157 -1.365 3.468
C23 2.530 -0.512 2.577
C24 -1.592 3.776 -1.153
C25 4.670 2.194 -1.741
H1 -3.885 -2.578 -1.969
H2 -0.872 1.950 -3.036
H3 -0.642 -2.148 -2.706
H4 -1.849 0.024 4.322
H5 -1.574 4.647 -1.813
H6 -1.009 -4.607 2.114
H7 -1.747 4.117 -0.127
H8 -2.792 -3.484 -0.930
H9 0.873 1.927 -2.725
H10 -0.560 -0.408 -2.909
H11 -1.822 -3.242 2.889
H12 -0.662 -4.019 -1.152
H13 5.095 3.043 -1.224
H14 -0.901 -1.356 3.762
H15 -3.095 1.968 2.648
H16 5.958 2.334 -3.447
H17 -3.800 -2.012 2.191
H18 -2.481 -3.944 1.408
H19 3.048 -0.805 -3.473
H20 0.879 -3.146 -1.137
H21 3.988 -1.001 4.056
H22 1.237 -4.067 2.874
H23 2.845 0.513 2.440
H24 -2.435 3.143 -1.429
H25 -4.142 0.034 -2.183
H26 -1.525 2.283 1.878
H27 1.827 3.557 -1.057
H28 0.801 4.157 0.248
H29 -2.933 2.025 0.879
H30 -1.959 -1.305 -3.534
H31 0.620 -4.508 -0.041
H32 4.906 0.368 -4.570
H33 0.756 4.916 -1.361
H34 -4.047 -2.470 -0.215
H35 -4.515 -0.642 1.340
H36 -4.004 0.657 -0.539
H37 -2.941 1.273 -1.801
H38 3.177 -3.361 4.268
H39 -0.295 0.283 3.533
H40 0.099 3.404 -3.333
H41 -4.227 -0.543 3.076

Values from the calculation:
Net charge: -1
LUMO level (eV): 2.6
Kohn-Sham gap (eV): 7.166
E_HOMO (eV): -4.58
DFT total energy (eV): -71705.8857
Spin multiplicity: 1

Here are the Löwdin charges for atoms 1 to 8, given in e: 0.87 0.77 0.39 0.39 0.42 0.01 -0.34 -0.19

# 6
Here is an isolated molecule of C25H41O4S2 at a distorted geometry from OMol25. Energies are from wB97M-V/def2-TZVPD.

Cartesian coordinates (Å):
S1 2.912 -1.700 0.376
S2 0.855 0.466 0.372
O1 -1.736 -1.537 -2.682
O2 4.654 -3.949 1.865
O3 2.394 -0.191 -1.693
O4 -4.423 2.178 3.264
C1 -2.051 0.052 -0.907
C2 -3.505 0.119 -0.406
C3 -4.280 1.169 -1.210
C4 -1.459 4.537 1.764
C5 5.108 -3.848 0.735
C6 2.340 -3.157 -1.896
C7 0.358 3.068 2.876
C8 -2.110 2.915 3.545
C9 4.232 -3.993 -0.514
C10 -0.391 0.939 1.971
C11 -1.099 3.211 2.410
C12 1.976 -0.516 -0.465
C13 -3.297 2.295 2.825
C14 -1.326 2.035 1.425
C15 0.469 1.543 3.080
C16 1.855 -4.195 0.370
C17 6.583 -3.607 0.494
C18 -4.190 -1.246 -0.506
C19 -1.740 0.790 -3.339
C20 2.819 -3.370 -0.471
C21 1.714 0.902 -2.433
C22 -2.841 1.847 1.415
C23 -3.487 0.511 1.089
C24 2.531 0.999 -3.704
C25 -1.847 -0.356 -2.363
H1 -1.417 0.383 -4.301
H2 -0.859 -0.033 2.176
H3 7.171 -4.366 1.021
H4 -2.706 1.302 -3.449
H5 1.492 1.144 3.090
H6 1.046 3.408 2.091
H7 1.395 -2.611 -1.921
H8 -3.024 -0.308 1.670
H9 6.861 -2.629 0.915
H10 -4.537 0.577 1.421
H11 2.188 -4.134 -2.373
H12 -1.718 2.179 4.262
H13 -3.740 2.126 -1.242
H14 4.113 -5.081 -0.690
H15 -5.263 1.339 -0.747
H16 -5.257 -1.147 -0.262
H17 -1.357 5.348 2.498
H18 3.544 1.357 -3.473
H19 4.781 -3.591 -1.385
H20 1.738 1.823 -1.824
H21 2.599 0.012 -4.184
H22 -2.422 3.809 4.101
H23 -0.808 4.752 0.904
H24 1.686 -5.162 -0.115
H25 3.107 -2.618 -2.465
H26 -3.227 2.591 0.699
H27 -2.495 4.513 1.411
H28 0.591 3.655 3.776
H29 -0.945 2.351 0.444
H30 6.848 -3.628 -0.570
H31 0.031 1.341 4.066
H32 2.276 -4.372 1.365
H33 -4.438 0.824 -2.240
H34 -1.015 1.547 -2.995
H35 -1.590 1.038 -0.777
H36 -4.090 -1.667 -1.514
H37 -1.481 -0.649 -0.277
H38 0.676 0.581 -2.632
H39 2.082 1.706 -4.412
H40 -3.750 -1.958 0.204
H41 0.896 -3.667 0.452

Values from the calculation:
LUMO level (alpha / beta) (eV): -0.2 / -0.1
Kohn-Sham gap (alpha / beta) (eV): 5.987 / 8.460
E_HOMO (alpha / beta) (eV): -6.15 / -8.54
DFT total energy (eV): -56447.9519
Spin multiplicity: 2

Here are the Löwdin charges for atoms 1 to 8, given in e: 1.03 0.93 0.07 0.06 -0.18 0.10 -0.12 -0.53

Question: Which value of DFT total energy does entry 4 give?
Answer: -52134.6012 eV

Question: What is the formula in the sixth record?
Answer: C25H41O4S2